No. 1
Density functional theory data (wB97M-V/def2-TZVPD) for a 5-piece molecular cluster, C5H11Cl8NO2 overall in a non-equilibrium geometry.

Element x y z (Å)
Cl (2.8677, 10.9312, 4.2932)
Cl (-1.2742, 4.8473, 10.1111)
Cl (5.1192, 7.8877, 6.9686)
Cl (1.8009, 9.1364, 8.0561)
Cl (-1.6172, 7.4198, 11.4695)
Cl (1.0378, 13.0712, 5.0874)
Cl (6.4754, 7.6748, 9.5457)
Cl (-0.2929, 7.1533, 7.5766)
O (3.8632, 4.1960, 8.9891)
O (2.4685, 4.8208, 10.5056)
N (2.8021, 4.1240, 9.5689)
C (0.9504, 7.7246, 8.6917)
C (-1.2608, 5.6919, 11.6568)
C (1.4280, 11.3637, 5.2228)
C (5.3327, 6.9224, 8.4436)
C (1.8793, 3.0625, 9.1531)
H (0.5914, 10.7978, 4.8359)
H (-2.0236, 5.2579, 12.2895)
H (-0.2730, 5.5974, 12.0895)
H (2.2354, 2.1538, 9.6525)
H (1.6147, 11.1488, 6.2653)
H (4.3758, 6.8173, 8.9370)
H (1.6876, 6.9396, 8.8139)
H (0.4881, 7.9633, 9.6418)
H (1.9660, 2.8659, 8.0914)
H (5.7105, 5.9532, 8.1482)
H (0.8888, 3.2263, 9.5569)

## Properties
energy above the lowest of the compared OMol25 structures with the same formula, charge and spin = 0.068 eV
multiplicity = 1
net charge = 0
gap between HOMO and LUMO = 0.379 Ha
electronic energy = -4083.7723 hartree
SMILES = C[N+](=O)[O-].ClCCl.ClCCl.ClCCl.ClCCl
highest occupied orbital energy = -0.391 Eh

Here are the Mulliken charges for atoms 1 to 8, given in e:
1 Cl -0.152
2 Cl -0.132
3 Cl -0.147
4 Cl -0.148
5 Cl -0.155
6 Cl -0.163
7 Cl -0.170
8 Cl -0.170

=====

No. 2
Density functional theory data (wB97M-V/def2-TZVPD) for a 5-piece molecular cluster, C19H51O21P5S overall in a non-equilibrium geometry.

Element x y z (Å)
S (0.0320, -0.3248, 0.9152)
P (-3.7855, 2.9745, -5.4370)
P (-5.7006, -0.2422, 4.7250)
P (9.1811, 1.6033, -2.1469)
P (-3.8617, -4.6408, 1.8643)
P (0.2340, 0.4213, -1.0919)
O (-4.4442, 0.2935, 3.6954)
O (-5.1935, -4.0664, 0.9794)
O (5.2905, -0.3011, 0.8339)
O (0.5963, -2.7719, 1.8585)
O (-4.2065, -3.7589, 3.0625)
O (-2.3712, 2.0493, -5.2773)
O (-1.1016, -0.1078, -1.9797)
O (10.2685, 1.4546, -3.4619)
O (-4.5727, -6.1111, 2.0046)
O (8.4106, 0.2403, -2.6275)
O (-2.4854, -5.2539, 2.6739)
O (-5.3971, 1.0036, 5.7470)
O (7.9727, 1.9118, -0.9982)
O (0.4001, -2.7595, -0.3616)
O (1.6709, -0.0614, -1.8099)
O (-3.6321, 2.9686, -7.0659)
O (-5.3371, 3.6819, -5.5801)
O (10.2519, 1.2979, -1.1140)
O (-3.1724, 4.2279, -4.8365)
O (-6.7899, 0.1156, 3.7293)
O (-6.7688, -0.9334, 5.8467)
C (-1.3146, -4.4336, 2.5514)
C (-7.7248, -0.0920, 6.4669)
C (-6.4950, -4.3480, 1.4665)
C (4.0297, 1.7784, 0.4426)
C (11.0211, 2.6362, -3.7429)
C (4.1454, 0.2242, 0.1469)
C (-4.3758, -6.8953, 3.1727)
C (-5.0775, 2.2880, 5.2337)
C (-4.1036, 4.0679, -7.8343)
C (3.2761, 2.1477, 1.7837)
C (0.3955, -2.1790, 0.8014)
C (-6.1294, 3.6183, -4.3914)
C (9.1526, -0.8660, -3.1224)
C (7.5440, 0.8388, -0.1682)
C (-1.2266, 2.4289, -6.0239)
C (5.1160, -1.6811, 1.2128)
C (1.7032, 1.8912, 1.7487)
C (1.2874, 0.3880, 2.0587)
C (-4.0221, -0.6779, 2.7336)
H (2.2093, -0.2620, 2.1787)
H (-1.3577, 0.5856, -2.6233)
H (5.0865, 2.1823, 0.5392)
H (-3.9990, 2.3707, 5.0978)
H (3.5765, 2.2551, -0.4769)
H (-8.2013, 0.5776, 5.7478)
H (-5.6604, 4.1916, -3.5892)
H (11.6348, 2.4524, -4.6247)
H (-3.1857, -0.2648, 2.1664)
H (11.6703, 2.8844, -2.9007)
H (3.7709, 1.7109, 2.7091)
H (-5.1446, 3.9022, -8.1105)
H (-3.5121, 4.1228, -8.7492)
H (1.2490, 2.5472, 2.5573)
H (-0.3610, 1.9246, -5.5885)
H (-7.2600, 0.4870, 7.2665)
H (9.2779, -0.7707, -4.2009)
H (-1.0590, 3.5072, -5.9867)
H (-3.4994, -7.5303, 3.0448)
H (-4.0014, 5.0153, -7.3016)
H (-8.4913, -0.7296, 6.9122)
H (10.1261, -0.9580, -2.6369)
H (-7.1096, 4.0429, -4.6077)
H (3.3893, 3.2742, 1.9067)
H (-1.4788, -3.4637, 3.0227)
H (-4.2671, -6.2793, 4.0675)
H (4.7328, -1.6943, 2.2783)
H (-6.7776, -5.3736, 1.2247)
H (8.5828, -1.7750, -2.9240)
H (2.2081, 0.7127, -2.0745)
H (7.0034, 1.2617, 0.6768)
H (10.3477, 3.4699, -3.9509)
H (-6.2572, 2.5801, -4.0803)
H (-7.1924, -3.6765, 0.9614)
H (3.1941, -0.3569, 0.3080)
H (6.8631, 0.1902, -0.7131)
H (-3.6922, -1.5832, 3.2407)
H (-5.3877, 3.0350, 5.9662)
H (0.8065, 0.3923, 3.0871)
H (1.3207, 2.2902, 0.7683)
H (-5.2477, -7.5385, 3.3024)
H (8.3883, 0.2600, 0.2137)
H (-5.5924, 2.4943, 4.2933)
H (6.1310, -2.1877, 1.2499)
H (-0.4865, -4.9365, 3.0490)
H (-1.3228, 2.1006, -7.0595)
H (-4.8373, -0.9145, 2.0473)
H (-1.0625, -4.2985, 1.5013)
H (-6.5685, -4.1829, 2.5432)
H (4.3733, 0.1344, -0.9702)
H (4.3812, -2.2246, 0.5572)

## Properties
multiplicity = 1
net charge = 0
gap between HOMO and LUMO = 0.240 Ha
electronic energy = -4439.1719 hartree
highest occupied orbital energy = -0.339 Eh

Here are the Mulliken charges for atoms 1 to 8, given in e:
1 S -0.014
2 P 1.040
3 P 1.218
4 P 0.973
5 P 1.174
6 P 0.270
7 O -0.396
8 O -0.469

=====

No. 3
Density functional theory data (wB97M-V/def2-TZVPD) for a 5-piece molecular cluster, H11O5 overall in a non-equilibrium geometry.

Element x y z (Å)
O (-2.8080, -1.2756, 0.3688)
O (0.1390, 1.8573, -1.8420)
O (2.5631, -0.2456, 1.9440)
O (-0.4337, -1.2067, -0.9651)
O (0.6079, 0.8233, 0.3923)
H (-3.3455, -1.9879, 0.6782)
H (0.5442, 1.2885, -0.4268)
H (0.2849, 2.5282, -2.5001)
H (2.4512, -0.0101, 2.8800)
H (-1.3151, -1.6200, -0.8781)
H (1.5217, 0.6321, 0.9044)
H (-0.7539, 1.8012, -1.6907)
H (-0.1324, -1.4797, -1.8498)
H (3.5026, -0.2965, 1.8559)
H (0.2074, -0.0996, 0.0839)
H (-3.0335, -0.7086, 1.0450)

## Properties
energy above the lowest of the compared OMol25 structures with the same formula, charge and spin = 1.038 eV
multiplicity = 2
net charge = 0
gap between HOMO and LUMO (alpha / beta) = 0.110 / 0.461 Ha
electronic energy = -382.6355 hartree
highest occupied orbital energy (alpha / beta) = -0.090 / -0.441 Eh

Here are the Mulliken charges for atoms 1 to 8, given in e:
1 O -1.114
2 O -0.974
3 O -1.240
4 O -0.799
5 O -0.989
6 H 0.368
7 H 0.473
8 H 0.395

=====

No. 4
Density functional theory data (wB97M-V/def2-TZVPD) for C26H27N5SiZr as an isolated structure in a non-equilibrium geometry.

Element x y z (Å)
Zr (0.3499, 0.0221, -0.0177)
Si (-1.8265, 1.1520, 1.7924)
N (0.7062, -2.0676, 0.1165)
N (2.4865, -0.1847, 0.1747)
N (3.2999, 0.7935, -0.0188)
N (-1.4889, 0.8106, 0.1164)
N (1.3017, 2.0044, -0.3338)
C (-2.9523, 2.7667, -2.6787)
C (-3.5934, 1.4448, 2.3087)
C (-2.1201, 2.3723, -3.7199)
C (-0.9635, 0.9115, -2.2198)
C (0.7077, 3.1854, -0.6147)
C (1.4131, 4.3022, -0.9905)
C (-0.0825, -4.3377, -0.5402)
C (3.4023, -3.7121, 2.0485)
C (-0.6336, 2.4859, 2.4233)
C (1.8662, -2.3813, 0.7546)
C (-2.7860, 2.2606, -1.4003)
C (-0.9461, -0.4639, 2.4211)
C (-2.5321, -3.1936, -1.2042)
C (4.1827, -1.5804, 1.2581)
C (2.8023, 4.2260, -1.1006)
C (3.4345, 3.0388, -0.8013)
C (4.4350, -2.7513, 1.8994)
C (2.8905, -1.3534, 0.7254)
C (-1.1237, 1.4378, -3.4918)
C (-1.5211, -2.4111, -0.6783)
C (2.1624, -3.5472, 1.4905)
C (-2.3339, -4.5560, -1.3816)
C (2.6648, 1.9459, -0.4066)
C (-0.2828, -2.9754, -0.3235)
C (-1.7770, 1.3349, -1.1408)
C (-1.1090, -5.1153, -1.0543)
H (5.4068, -2.9385, 2.3337)
H (-0.4925, 1.1031, -4.3043)
H (-3.7563, 1.1386, 3.3432)
H (0.1552, -0.4089, 2.2341)
H (-0.1883, 0.1134, -2.0790)
H (-0.9398, -6.1717, -1.2128)
H (1.3957, -4.2928, 1.6399)
H (-0.7204, 2.5889, 3.5075)
H (3.6057, -4.6020, 2.6298)
H (-1.7062, -1.3449, -0.5154)
H (-3.4364, 2.5656, -0.5891)
H (-2.2561, 2.7786, -4.7121)
H (3.3750, 5.0917, -1.4047)
H (-3.8346, 2.5075, 2.2415)
H (-3.1226, -5.1731, -1.7885)
H (-0.3671, 3.2199, -0.5212)
H (-1.3560, -1.3677, 1.9647)
H (0.8882, 5.2260, -1.1864)
H (0.8814, -4.7920, -0.3620)
H (-1.0382, -0.5876, 3.5000)
H (-4.2967, 0.8959, 1.6804)
H (-3.4764, -2.7396, -1.4738)
H (-0.8488, 3.4715, 2.0038)
H (4.5075, 2.9217, -0.8514)
H (0.4104, 2.2448, 2.2062)
H (4.9196, -0.7940, 1.1732)
H (-3.7424, 3.4811, -2.8697)

## Properties
multiplicity = 1
net charge = +2
gap between HOMO and LUMO (alpha / beta) = 0.180 / 0.181 Ha
electronic energy = -1616.7999 hartree
highest occupied orbital energy (alpha / beta) = -0.496 / -0.497 Eh

Here are the Mulliken charges for atoms 1 to 8, given in e:
1 Zr 0.113
2 Si 0.012
3 N -0.071
4 N 0.997
5 N -1.270
6 N 0.407
7 N 0.396
8 C -0.670